[1]
ORCA calculation (the ωB97M-V functional and the def2-TZVPD basis) on 2 unconnected molecules or ions with the total composition C6H7NO2S at a distorted geometry.

Last columns: bonded neighbours and bond lengths (Å).
CARTESIAN COORDINATES (ANGSTROEM)
1 C 0.63 1.93 -0.79  C2 1.342, C5 1.480, H11 1.052
2 C 0.53 2.24 0.52  C1 1.342, S10 1.747, H12 1.134
3 C 0.10 -2.25 1.42  C4 1.316, H13 1.042, H14 1.079
4 C 0.14 -1.60 0.27  C3 1.316, C6 1.420, H15 1.035
5 C 0.68 0.47 -1.05  C1 1.480, C6 1.438, H16 1.133, H17 1.271
6 C 0.16 -0.19 0.12  C4 1.420, C5 1.438, S10 1.698
7 N -1.78 -0.07 -0.39  O8 1.218, O9 1.206
8 O -2.59 -0.17 0.52  N7 1.218
9 O -1.91 -0.22 -1.57  N7 1.206
10 S 0.29 0.81 1.49  C2 1.747, C6 1.698
11 H 1.03 2.63 -1.46  C1 1.052
12 H 0.66 3.23 1.05  C2 1.134
13 H 0.26 -3.28 1.44  C3 1.042
14 H -0.05 -1.73 2.35  C3 1.079
15 H -0.06 -2.06 -0.63  C4 1.035
16 H 0.05 0.19 -1.95  C5 1.133
17 H 1.84 0.05 -1.34  C5 1.271

Here are the natural (NBO) charges for atoms 1 to 4, given in e: C -0.22; C -0.36; C -0.30; C -0.26

[2]
ORCA calculation (the ωB97M-V functional and the def2-TZVPD basis) on 2 unconnected molecules or ions with the total composition C6H7NO2S at a distorted geometry.

Last columns: bonded neighbours and bond lengths (Å).
CARTESIAN COORDINATES (ANGSTROEM)
1 C -1.84 -2.20 0.25  C2 1.370, C3 1.399, H11 1.124
2 C -2.01 -0.94 -0.27  C1 1.370, C4 1.356, H12 1.069
3 C -0.59 -2.57 0.76  C1 1.399, C5 1.394, H13 1.092
4 C -1.02 -0.02 -0.29  C2 1.356, C6 1.428, H14 1.083
5 C 0.46 -1.66 0.69  C3 1.394, C6 1.435, H15 1.107
6 C 0.31 -0.36 0.11  C4 1.428, C5 1.435, O9 1.237
7 N 1.77 2.96 0.29  S10 1.686, H16 0.980, H17 1.022
8 O 1.43 4.32 -1.77  S10 1.449
9 O 1.28 0.38 -0.10  C6 1.237
10 S 1.36 2.94 -1.34  N7 1.686, O8 1.449
11 H -2.60 -3.02 0.17  C1 1.124
12 H -2.88 -0.78 -0.86  C2 1.069
13 H -0.45 -3.55 1.22  C3 1.092
14 H -1.05 0.85 -0.94  C4 1.083
15 H 1.48 -1.88 1.07  C5 1.107
16 H 1.79 2.00 0.47  N7 0.980
17 H 2.57 3.54 0.55  N7 1.022

Here are the natural (NBO) charges for atoms 1 to 4, given in e: C -0.12; C -0.23; C -0.23; C -0.19

[3]
ORCA calculation (the ωB97M-V functional and the def2-TZVPD basis) on 2 unconnected molecules or ions with the total composition C6H7NO3 at a distorted geometry.

Values from the calculation:
- SMILES: O=C1O[C@H]2C=C[C@@H]3[C@H]2N13.O

Last columns: bonded neighbours and bond lengths (Å).
CARTESIAN COORDINATES (ANGSTROEM)
1 O 1.99 -0.57 1.55  C2 1.199
2 C 1.29 -0.23 0.63  O1 1.199, O3 1.343, N9 1.446
3 O 1.59 -0.46 -0.66  C2 1.343, C4 1.455
4 C 0.36 -0.47 -1.43  O3 1.455, C5 1.516, C8 1.535, H10 1.092
5 C -0.23 -1.85 -1.23  C4 1.516, C6 1.339, H11 1.089
6 C -1.06 -1.83 -0.17  C5 1.339, C7 1.495, H12 1.089
7 C -1.25 -0.44 0.32  C6 1.495, C8 1.472, N9 1.517, H13 1.089
8 C -0.56 0.46 -0.62  C4 1.535, C7 1.472, N9 1.457, H14 1.089
9 N -0.03 0.36 0.73  C2 1.446, C7 1.517, C8 1.457
10 H 0.59 -0.16 -2.45  C4 1.092
11 H 0.13 -2.73 -1.76  C5 1.089
12 H -1.52 -2.70 0.30  C6 1.089
13 H -2.15 -0.15 0.87  C7 1.089
14 H -0.93 1.42 -0.98  C8 1.089
15 H -0.19 2.99 1.80  O16 1.001
16 O 0.80 3.01 1.96  H15 1.001, H17 0.961
17 H 1.18 3.36 1.14  O16 0.961

Here are the natural (NBO) charges for atoms 1 to 4, given in e: O -0.54; C 0.88; O -0.48; C 0.03

[4]
ORCA calculation (the ωB97M-V functional and the def2-TZVPD basis) on 2 unconnected molecules or ions with the total composition C6H7NO4 at a distorted geometry.

Last columns: bonded neighbours and bond lengths (Å).
CARTESIAN COORDINATES (ANGSTROEM)
1 C -1.10 -2.49 -0.40  C2 1.400, C3 1.387, H12 1.065
2 C -1.24 -1.37 0.42  C1 1.400, C4 1.485, H13 1.091
3 C -0.61 -2.07 -1.63  C1 1.387, O10 1.314, H14 1.127
4 C -0.63 -0.31 -0.41  C2 1.485, C6 1.402, O10 1.325
5 C -0.42 1.64 1.17  C6 1.465, O11 1.387, H15 1.200, H16 1.204
6 C -0.26 1.02 -0.15  C4 1.402, C5 1.465, H17 1.129
7 N 2.40 0.60 -0.17  O8 1.217, O9 1.192
8 O 2.95 1.68 -0.04  N7 1.217
9 O 2.82 -0.51 -0.06  N7 1.192
10 O -0.36 -0.78 -1.62  C3 1.314, C4 1.325
11 O 0.27 2.83 1.32  C5 1.387, H18 0.999
12 H -1.63 -3.40 -0.22  C1 1.065
13 H -1.29 -1.29 1.50  C2 1.091
14 H -0.46 -2.41 -2.69  C3 1.127
15 H -1.57 1.93 1.37  C5 1.200
16 H -0.17 0.71 1.89  C5 1.204
17 H 0.27 1.56 -0.99  C6 1.129
18 H 1.04 2.66 0.71  O11 0.999

Here are the natural (NBO) charges for atoms 1 to 4, given in e: C -0.32; C -0.25; C 0.14; C 0.21

[5]
ORCA calculation (the ωB97M-V functional and the def2-TZVPD basis) on a gas-phase ion, C6H7NO6 (charge -2) at a distorted geometry.

Values from the calculation:
- SMILES: CN(C)/C(C(=O)O)=C(/[O-])OC(=O)[O-]
- Total charge: -2

Last columns: bonded neighbours and bond lengths (Å).
CARTESIAN COORDINATES (ANGSTROEM)
1 C -2.33 1.25 -0.01  C6 1.405, O8 1.217, O11 1.410
2 C -1.77 -0.94 0.84  C6 1.364, O9 1.389, O12 1.245
3 C -0.14 -2.21 2.22  O9 1.415, O10 1.233, O13 1.234
4 C 0.46 -0.86 -1.32  N7 1.520, H14 1.129, H15 1.149, H16 1.032
5 C 0.76 1.13 0.18  N7 1.478, H17 1.059, H18 1.063, H19 1.072
6 C -1.52 0.10 0.01  C1 1.405, C2 1.364, N7 1.498
7 N -0.18 0.33 -0.63  C4 1.520, C5 1.478, C6 1.498
8 O -2.03 2.29 -0.58  C1 1.217
9 O -0.73 -1.85 0.99  C2 1.389, C3 1.415
10 O -0.64 -1.73 3.24  C3 1.233
11 O -3.62 1.03 0.51  C1 1.410, H20 1.045
12 O -2.86 -1.11 1.42  C2 1.245
13 O 0.77 -3.03 2.04  C3 1.234
14 H 1.11 -0.33 -2.08  C4 1.129
15 H 1.25 -1.46 -0.74  C4 1.149
16 H -0.39 -1.42 -1.47  C4 1.032
17 H 1.64 1.28 -0.40  C5 1.059
18 H 0.21 2.01 0.40  C5 1.063
19 H 0.96 0.56 1.07  C5 1.072
20 H -3.35 0.19 1.07  O11 1.045

Here are the natural (NBO) charges for atoms 1 to 4, given in e: C 0.73; C 0.72; C 0.96; C -0.42

[6]
ORCA calculation (the ωB97M-V functional and the def2-TZVPD basis) on a single C6H7NS molecule at a distorted geometry.

Last columns: bonded neighbours and bond lengths (Å).
CARTESIAN COORDINATES (ANGSTROEM)
1 C -1.27 1.63 -1.63  N7 1.234, S8 1.823, H9 1.166
2 C 0.11 0.24 -0.59  C3 1.544, C4 1.594, C5 1.567, N7 1.462
3 C 0.98 1.51 -0.44  C2 1.544, S8 1.680
4 C 0.41 -1.33 -0.63  C2 1.594, C5 1.514, H10 1.032, H11 1.126
5 C -0.23 -0.72 0.60  C2 1.567, C4 1.514, C6 1.511, H12 1.058
6 C 0.52 -0.62 1.90  C5 1.511, H13 1.022, H14 1.115, H15 1.172
7 N -1.14 0.44 -1.32  C1 1.234, C2 1.462
8 S 0.10 2.74 -1.17  C1 1.823, C3 1.680
9 H -2.12 2.20 -2.20  C1 1.166
10 H -0.13 -1.93 -1.27  C4 1.032
11 H 1.52 -1.52 -0.65  C4 1.126
12 H -1.26 -0.82 0.82  C5 1.058
13 H 0.14 -0.49 2.85  C6 1.022
14 H 1.18 0.27 1.80  C6 1.115
15 H 1.18 -1.58 1.95  C6 1.172

Here are the natural (NBO) charges for atoms 1 to 4, given in e: C -0.08; C -0.08; C -0.25; C -0.35

Sequential E_tot output: -836.05581; -836.15456; -513.24488; -588.31097; -739.04162; -685.61150 hartree